A structure of composition CH3NS in a non-equilibrium geometry, computed with the ωB97M-V functional and the def2-TZVPD basis.

XYZ file:
```
6
Properties=species:S:1:pos:R:3:forces:R:3:lowdin_charge:R:1
C 0.8876 -0.2966 0.1658 0.104 -0.793 1.334 -0.202
H -2.1796 0.7887 -0.1610 -1.768 1.272 1.852 -0.204
H 1.7135 -0.2682 0.8384 0.979 0.502 0.148 0.055
H 0.6733 -1.3082 -0.1713 -0.216 0.111 -0.783 0.055
N 0.0921 0.6799 0.1566 0.893 0.353 1.089 -0.453
S -1.1869 0.4044 -0.8285 0.007 -1.445 -3.639 0.748
```
Forces are in eV/Å.

Calculated values
Charge: 0
DFT total energy in eV: -13409.22086
LUMO in eV: 0.8
Frontier orbital gap in eV: 9.7
ΔE to the lowest compared entry with this formula, charge and spin in kcal per mole: 37.65

---

A structure of composition C20H25F4N4ORe, computed with the ωB97M-V functional and the def2-TZVPD basis.

XYZ file:
```
55
Properties=species:S:1:pos:R:3:forces:R:3:lowdin_charge:R:1
Re 0.6102 -0.2336 0.1710 0.257 -0.633 0.193 1.648
C 0.3486 1.4577 3.1224 -0.052 -0.034 -0.015 -0.048
C 1.0166 0.1012 3.2171 -0.005 -0.025 0.049 -0.175
N 0.5705 -0.9002 2.1726 -0.081 0.371 -0.321 -0.297
C 1.5350 -2.0565 2.1250 0.005 -0.011 0.095 -0.175
C 2.6121 -1.7839 1.0965 -0.015 0.164 -0.030 -0.056
C -0.8074 -1.4144 2.4578 0.046 -0.032 0.126 -0.122
C -1.3211 -2.2531 1.2944 0.001 0.047 -0.160 -0.131
N -0.7357 -1.7387 0.0381 0.060 0.289 0.415 -0.069
C -0.9384 -2.3428 -1.1623 -0.152 -0.054 -0.029 -0.135
C -0.2954 -1.7925 -2.2871 -0.027 0.136 0.260 -0.090
F 0.4847 -0.6452 -2.0589 0.051 0.068 0.195 -0.018
C -0.3804 -2.2965 -3.5400 -0.028 -0.201 -0.533 -0.191
F 0.2644 -1.7142 -4.5280 -0.057 -0.052 0.032 0.178
C -1.1558 -3.4454 -3.7564 0.081 0.100 -0.063 0.179
C -1.8112 -4.0216 -2.6882 -0.078 -0.168 -0.187 -0.177
F -2.5368 -5.1015 -2.8507 0.020 0.064 -0.029 0.191
C -1.7244 -3.4899 -1.4094 0.059 0.109 0.230 -0.102
F -2.3746 -4.0737 -0.4218 0.015 0.031 -0.007 0.169
H 0.7722 2.0995 3.8955 -0.016 -0.018 0.003 0.113
H -0.7281 1.4234 3.2979 0.052 0.002 -0.015 0.087
H 0.5443 1.9475 2.1631 -0.010 -0.015 0.033 0.051
H 0.8292 -0.3666 4.1854 0.007 0.002 0.031 0.150
H 2.0960 0.2033 3.1080 0.030 -0.022 -0.030 0.130
H 0.9853 -2.9560 1.8642 0.008 -0.028 0.006 0.128
H 1.9598 -2.2022 3.1181 0.025 0.031 0.022 0.156
H 2.2056 -1.7352 0.0427 0.043 -0.084 0.057 0.075
H 3.3096 -2.6219 1.0473 -0.063 -0.025 -0.179 0.133
H 3.1905 -0.8891 1.3241 0.068 -0.034 -0.002 0.087
H -1.4440 -0.5606 2.6664 -0.012 0.025 0.020 0.107
H -0.7717 -2.0150 3.3686 0.011 0.011 0.040 0.162
H -2.4096 -2.1954 1.2565 -0.061 -0.029 -0.040 0.153
H -1.0754 -3.3077 1.4100 0.026 -0.031 -0.001 0.138
H -1.2346 -3.8731 -4.7495 0.007 0.007 0.005 0.175
N -5.0841 2.1948 1.7386 0.180 -0.051 -0.129 0.247
C -4.1331 2.2334 1.0945 -0.097 0.102 0.079 -0.134
C -2.9147 2.2745 0.3332 -0.175 0.077 0.018 -0.151
C -2.6355 3.2847 -0.5871 -0.034 0.049 -0.027 0.087
C -1.4407 3.2322 -1.2927 -0.066 0.049 0.002 0.033
C -0.5529 2.2127 -1.0401 -0.135 -0.134 0.147 -0.080
N -0.8137 1.2411 -0.1268 0.044 0.042 -0.214 -0.101
C -1.9942 1.2645 0.5220 0.169 -0.084 -0.126 -0.043
H -3.3489 4.0834 -0.7523 0.011 -0.010 -0.003 0.159
H -1.1961 3.9802 -2.0348 -0.016 -0.001 0.007 0.145
H 0.3764 2.1397 -1.5853 0.028 -0.023 0.015 0.108
H -2.2129 0.4552 1.1984 0.009 -0.008 0.005 0.111
C 4.0537 2.7669 0.1120 0.050 -0.058 -0.002 -0.038
C 2.6036 2.5517 -0.2096 0.079 0.039 0.156 -0.191
O 2.2975 1.0756 -0.1371 -0.314 -0.017 -0.072 -0.247
H 4.2722 3.8324 0.0275 0.011 -0.005 0.003 0.115
H 4.7004 2.2521 -0.6036 0.007 0.036 0.006 0.104
H 4.3007 2.4510 1.1256 -0.015 0.020 -0.012 0.098
H 2.3513 2.8858 -1.2116 0.008 -0.055 -0.090 0.121
H 1.9398 3.0134 0.5162 -0.066 -0.054 0.028 0.118
H 3.0826 0.6077 -0.4598 0.110 0.129 0.036 0.112
```
Forces are in eV/Å.

Calculated values
Charge: +3
Spin multiplicity: 4
⟨S²⟩: 3.794
DFT total energy in eV: -42122.47153
LUMO (alpha / beta) in eV: -10.5 / -12.1
Frontier orbital gap (alpha / beta) in eV: 7.7 / 6.3

---

An isolated molecule of CH5N3OS in a non-equilibrium geometry, computed with the ωB97M-V functional and the def2-TZVPD basis.

XYZ file:
```
11
Properties=species:S:1:pos:R:3:forces:R:3:lowdin_charge:R:1
N -2.4528 -0.8982 -0.0302 0.609 -0.121 -1.374 0.005
N -1.7437 0.3110 0.0791 -0.375 -1.316 0.121 -0.038
C -0.3996 0.5532 0.0133 -0.213 0.568 -0.303 -0.660
O -0.0310 1.7072 -0.0488 0.487 -0.194 0.119 0.027
N 0.4270 -0.5607 0.0063 -0.574 0.204 0.307 -0.376
S 2.0967 -0.3572 -0.0875 0.186 -0.335 0.270 0.777
H -2.3483 -1.3213 -0.9972 -0.009 0.430 1.908 0.115
H -2.2530 -1.5160 0.7514 -0.066 -0.078 -0.453 0.075
H -2.3116 1.1198 0.0845 -0.368 0.732 -0.012 0.124
H -0.0313 -1.4292 0.2755 0.685 0.180 -0.185 0.080
H 2.4297 -0.0786 1.2090 -0.361 -0.070 -0.396 -0.128
```
Forces are in eV/Å.

Calculated values
Charge: 0
DFT total energy in eV: -18470.30551
SMILES: NNC(=O)NS
LUMO in eV: 0.5
Frontier orbital gap in eV: 10.2
ΔE to the lowest compared entry with this formula, charge and spin in kcal per mole: 2.98

---

A structure of composition C9H20NO5S2, computed with the ωB97M-V functional and the def2-TZVPD basis.

XYZ file:
```
37
Properties=species:S:1:pos:R:3:forces:R:3:lowdin_charge:R:1
C 3.4319 1.1458 2.3784 0.106 -0.054 -0.092 -0.125
C 3.2374 1.6492 0.9472 -0.258 -0.148 0.161 -0.265
C 2.0283 0.9819 0.2646 0.193 -0.176 0.122 -0.223
C 2.2617 0.6258 -1.1996 -0.136 -0.045 -0.052 -0.225
C 1.1839 -0.2940 -1.7826 -0.146 -0.116 0.114 -0.228
C 1.2829 -1.7234 -1.2326 0.024 -0.035 -0.246 -0.266
S -0.2684 -2.5153 -0.8312 0.036 0.045 -0.015 0.496
O 0.0826 -3.8242 -0.3250 0.034 0.106 -0.109 -0.344
O -1.0480 -2.4868 -2.0616 -0.005 0.022 0.015 -0.358
N -0.8325 -1.5187 0.2766 0.082 -0.173 0.223 -0.337
S -2.3189 -1.7212 0.8202 -0.166 0.112 0.017 0.492
O -2.8212 -3.0674 0.6608 0.093 0.067 0.065 -0.339
O -2.4229 -1.1204 2.1313 0.073 -0.034 -0.108 -0.339
C -3.3167 -0.7571 -0.3145 -0.049 -0.062 -0.296 -0.195
C -3.2712 0.7833 -0.3020 0.044 -0.023 -0.083 -0.437
C -2.2671 1.4380 0.6218 -0.272 0.175 0.200 -0.066
O -4.5560 1.3321 0.0449 -0.080 0.064 -0.216 -0.061
H 3.7507 0.1001 2.3707 -0.079 0.010 0.018 0.072
H 2.4972 1.1980 2.9401 0.041 0.050 0.018 0.074
H 4.1978 1.7153 2.9110 -0.059 0.016 0.005 0.060
H 4.1404 1.4342 0.3678 0.018 0.160 0.012 0.096
H 3.0908 2.7322 0.9778 0.158 0.009 -0.169 0.098
H 1.7691 0.0738 0.8196 -0.051 0.030 -0.063 0.104
H 1.1609 1.6365 0.3384 -0.158 -0.014 0.045 0.107
H 3.2304 0.1185 -1.2899 0.028 0.112 -0.063 0.108
H 2.3104 1.5504 -1.7854 0.118 -0.060 -0.045 0.109
H 1.2695 -0.3404 -2.8702 0.003 0.096 0.025 0.105
H 0.1874 0.1031 -1.5673 0.058 0.049 0.051 0.097
H 1.6679 -2.4006 -2.0001 0.111 0.011 0.117 0.096
H 1.9358 -1.7954 -0.3622 -0.139 -0.012 0.070 0.093
H -4.3429 -1.0995 -0.1681 0.042 0.066 0.128 0.102
H -2.9828 -1.1323 -1.2862 -0.054 -0.036 0.044 0.082
H -3.0417 1.0901 -1.3306 0.011 0.038 0.058 0.132
H -2.2497 2.5122 0.4190 0.111 -0.072 -0.083 0.077
H -2.5763 1.2993 1.6571 0.056 -0.097 -0.033 0.077
H -1.2844 0.9959 0.4997 0.165 0.002 -0.025 0.049
H -5.1162 1.2808 -0.7383 0.047 -0.082 0.190 0.082
```
Forces are in eV/Å.

Calculated values
Charge: -1
DFT total energy in eV: -43056.90016
LUMO in eV: 3.1
Frontier orbital gap in eV: 8.7